[1]
Density functional theory data (ωB97M-V/def2-TZVPD) for a 2-piece molecular cluster, C3H10NO2 overall at a distorted geometry.

The geometry in XYZ format:
```
16
Properties=species:S:1:pos:R:3:lowdin_charge:R:1
C -0.39 -0.31 1.05 -0.376
N 0.50 -1.14 0.32 -0.074
C -0.01 -1.45 -1.19 -0.374
O -0.69 -0.46 -1.89 -0.341
C 0.26 0.94 1.63 -0.115
H -0.87 -1.01 1.90 0.111
H -1.31 -0.04 0.46 0.105
H 1.38 -0.89 0.09 0.012
H 0.90 -1.75 -1.80 0.090
H -0.61 -2.33 -1.03 0.052
H -0.04 0.93 2.67 0.050
H 1.32 0.78 1.48 0.060
H 0.05 1.78 0.99 0.036
H -0.36 2.22 -2.04 -0.016
H -0.26 0.84 -1.36 0.013
O 0.14 1.88 -1.29 -0.233
```

Summary:
energy relative to the best compared isomer or geometry (same formula, charge and spin)	1.4803	eV
2S+1	1
net charge	-1
orbital gap	7.902	eV

[2]
Density functional theory data (ωB97M-V/def2-TZVPD) for a 2-piece molecular cluster, C2H5ClO3S overall at a distorted geometry.

The geometry in XYZ format:
```
12
Properties=species:S:1:pos:R:3:mulliken_spin:R:1
C 1.46 -0.47 0.24 0.015
C 0.28 0.44 -0.17 0.173
O -1.20 -1.59 -0.91 0.186
O -1.50 -0.89 1.41 0.237
O 0.12 1.63 0.40 0.161
S -1.27 -0.52 0.03 0.382
Cl -2.60 1.02 -0.49 0.540
H 1.33 -1.31 -0.31 -0.006
H 2.40 0.08 -0.10 0.023
H 1.36 -0.87 1.21 -0.001
H 0.44 0.58 -1.77 0.286
H -0.82 1.91 0.45 0.005
```

Summary:
energy relative to the best compared isomer or geometry (same formula, charge and spin)	2.4930	eV
2S+1	3
orbital gap (alpha / beta)	5.546 / 5.659	eV

[3]
Density functional theory data (ωB97M-V/def2-TZVPD) for one molecule with the formula C5H7NO at a distorted geometry.

The geometry in XYZ format:
```
14
Properties=species:S:1:pos:R:3:lowdin_charge:R:1
O 1.84 1.42 1.19 0.011
C 1.37 0.34 1.50 -0.358
N 0.09 -0.04 1.24 0.009
C -0.75 0.78 0.38 -0.188
C -0.50 0.57 -1.12 -0.186
C -0.35 -0.86 -1.42 -0.155
C -0.20 -2.05 -1.51 0.108
H 1.95 -0.45 2.01 0.131
H -0.14 -1.02 1.35 0.126
H -0.52 1.81 0.64 0.118
H -1.78 0.55 0.65 0.123
H -1.33 0.96 -1.74 0.119
H 0.42 1.08 -1.45 0.121
H -0.08 -3.09 -1.72 0.020
```

Summary:
SMILES string	C#CCCNC=O
energy relative to the best compared isomer or geometry (same formula, charge and spin)	1.7673	eV
2S+1	1
orbital gap	10.721	eV

[4]
Density functional theory data (ωB97M-V/def2-TZVPD) for an isolated ion of composition C8H16NS and charge +1 at a distorted geometry.

The geometry in XYZ format:
```
26
Properties=species:S:1:pos:R:3:lowdin_charge:R:1
C 0.33 2.01 1.56 -0.405
C 1.48 1.81 2.10 0.038
C -1.71 0.45 -0.12 -0.297
C -2.25 1.36 0.95 -0.319
C -0.52 -1.86 -1.31 -0.034
C 1.10 0.21 -1.68 0.008
C 1.49 -1.54 0.01 -0.075
C 0.43 -0.81 -0.69 -0.613
N -0.44 -0.03 0.29 -0.028
S -1.01 2.80 1.03 1.084
H 1.86 2.41 2.96 0.122
H 2.19 1.15 1.57 0.099
H -2.34 -0.41 -0.26 0.119
H -1.80 1.11 -1.06 0.162
H -3.18 1.67 0.74 0.041
H -2.32 0.90 2.02 0.136
H -0.06 -2.53 -2.02 0.080
H -0.77 -2.59 -0.45 0.123
H -1.39 -1.28 -1.77 0.098
H 1.51 0.96 -0.95 0.085
H 0.47 0.70 -2.27 0.025
H 1.88 -0.43 -2.23 0.130
H 1.95 -2.32 -0.65 0.117
H 2.27 -0.85 0.29 0.066
H 1.23 -2.15 0.92 0.115
H -0.39 -0.72 1.02 0.120
```

Summary:
energy relative to the best compared isomer or geometry (same formula, charge and spin)	3.5205	eV
2S+1	1
net charge	+1
orbital gap	8.157	eV

[5]
Density functional theory data (ωB97M-V/def2-TZVPD) for a 14-piece molecular cluster, C28H84O14 overall at a distorted geometry.

The geometry in XYZ format:
```
126
Properties=species:S:1:pos:R:3:lowdin_charge:R:1
C -4.86 1.24 -2.64 -0.074
C -4.34 -0.04 -3.27 -0.321
O -3.17 -0.53 -2.66 -0.097
H -5.64 1.67 -3.28 0.075
H -4.05 1.96 -2.55 0.069
H -5.29 1.08 -1.65 0.065
H -4.23 0.02 -4.36 0.108
H -5.13 -0.79 -3.15 0.105
H -2.41 0.04 -2.85 0.043
C 2.82 -2.00 -2.98 -0.078
C 3.54 -3.33 -2.86 -0.323
O 4.92 -3.16 -3.18 -0.073
H 1.80 -2.11 -2.61 0.054
H 2.75 -1.69 -4.02 0.072
H 3.33 -1.25 -2.37 0.057
H 3.07 -4.07 -3.51 0.096
H 3.45 -3.71 -1.84 0.107
H 5.47 -3.68 -2.60 0.077
C -0.41 -1.30 4.78 -0.078
C -0.85 0.15 4.72 -0.285
O -0.02 0.88 5.67 -0.100
H -0.90 -1.81 5.62 0.073
H 0.66 -1.48 4.85 0.063
H -0.68 -1.80 3.84 0.067
H -1.89 0.27 5.04 0.110
H -0.79 0.62 3.74 0.081
H -0.49 0.71 6.50 0.077
C -4.07 -4.74 -0.77 -0.078
C -4.29 -3.25 -0.88 -0.285
O -3.13 -2.56 -0.37 -0.112
H -3.35 -5.09 -1.51 0.045
H -5.00 -5.28 -0.95 0.076
H -3.68 -4.93 0.23 0.085
H -5.16 -2.95 -0.30 0.109
H -4.42 -2.89 -1.91 0.104
H -2.88 -1.89 -1.02 0.033
C 4.16 0.91 -0.32 -0.091
C 5.52 1.53 -0.04 -0.313
O 5.55 2.89 -0.43 -0.081
H 3.42 1.58 0.14 0.059
H 4.11 -0.08 0.14 0.072
H 3.91 0.89 -1.38 0.061
H 6.27 1.00 -0.64 0.112
H 5.82 1.39 1.00 0.108
H 5.31 3.48 0.29 0.079
C 2.90 0.45 3.46 -0.073
C 3.90 -0.57 3.96 -0.317
O 4.79 -0.98 2.93 -0.084
H 2.49 1.07 4.25 0.072
H 2.13 0.00 2.84 0.052
H 3.39 1.13 2.75 0.067
H 3.36 -1.42 4.40 0.103
H 4.47 -0.17 4.81 0.109
H 5.30 -1.73 3.25 0.077
C 0.65 -0.83 0.24 -0.051
C -0.73 -0.22 0.41 -0.272
O -0.62 1.20 0.39 -0.081
H 0.67 -1.91 0.34 0.048
H 1.37 -0.46 0.97 0.056
H 1.04 -0.51 -0.72 0.072
H -1.19 -0.54 1.34 0.108
H -1.43 -0.50 -0.39 0.092
H -0.09 1.47 -0.37 0.041
C -4.27 0.17 1.50 -0.086
C -4.22 1.35 2.48 -0.283
O -4.05 2.60 1.80 -0.087
H -3.74 0.40 0.57 0.063
H -5.28 -0.12 1.23 0.068
H -3.72 -0.70 1.87 0.062
H -3.37 1.25 3.15 0.089
H -5.19 1.37 3.00 0.105
H -4.78 2.62 1.18 0.074
C 0.43 -4.99 -2.72 -0.078
C -0.70 -4.58 -1.79 -0.328
O -0.23 -3.52 -0.99 -0.094
H 1.24 -5.39 -2.10 0.073
H 0.83 -4.14 -3.27 0.053
H 0.15 -5.78 -3.42 0.078
H -1.09 -5.45 -1.24 0.109
H -1.56 -4.28 -2.41 0.103
H -1.00 -3.09 -0.59 0.057
C 0.20 0.07 -4.94 -0.073
C -0.82 1.16 -4.62 -0.275
O -1.04 1.20 -3.20 -0.112
H 0.34 -0.13 -6.00 0.078
H 0.03 -0.85 -4.39 0.074
H 1.17 0.43 -4.57 0.066
H -1.78 0.99 -5.10 0.108
H -0.51 2.17 -4.90 0.113
H -0.27 1.60 -2.77 0.050
C 0.96 4.23 2.73 -0.075
C -0.07 3.33 3.42 -0.305
O -1.15 3.08 2.54 -0.085
H 1.39 3.63 1.92 0.050
H 1.83 4.40 3.38 0.072
H 0.48 5.12 2.33 0.068
H -0.35 3.66 4.42 0.114
H 0.43 2.37 3.57 0.073
H -0.85 2.41 1.91 0.037
C 2.17 -4.09 1.65 -0.076
C 2.91 -5.37 2.05 -0.309
O 3.25 -5.32 3.45 -0.095
H 2.76 -3.23 1.95 0.066
H 1.24 -4.20 2.20 0.080
H 1.95 -4.03 0.58 0.051
H 3.84 -5.46 1.48 0.105
H 2.34 -6.30 1.96 0.109
H 4.16 -5.08 3.60 0.070
C 1.06 4.77 -2.17 -0.071
C 1.41 3.73 -1.12 -0.257
O 1.16 2.40 -1.62 -0.128
H 1.88 4.84 -2.90 0.077
H 0.92 5.78 -1.78 0.077
H 0.16 4.48 -2.72 0.074
H 0.72 3.80 -0.28 0.094
H 2.44 3.76 -0.78 0.110
H 1.79 2.20 -2.33 0.096
C -2.74 5.95 -1.35 -0.085
C -2.51 4.81 -0.35 -0.320
O -2.44 5.26 0.98 -0.062
H -3.29 6.83 -0.99 0.073
H -3.10 5.62 -2.32 0.068
H -1.75 6.42 -1.52 0.057
H -1.61 4.27 -0.66 0.093
H -3.34 4.11 -0.47 0.098
H -1.93 6.08 0.97 0.079
```

Summary:
energy relative to the best compared isomer or geometry (same formula, charge and spin)	2.4766	eV
2S+1	1
orbital gap	9.446	eV

[6]
Density functional theory data (ωB97M-V/def2-TZVPD) for one molecule with the formula CH4S at a distorted geometry.

The geometry in XYZ format:
```
6
Properties=species:S:1:pos:R:3:lowdin_charge:R:1
C -0.30 -0.44 0.27 -0.453
S 1.29 0.53 0.02 0.567
H -1.14 0.11 -0.18 0.020
H -0.50 -0.21 1.33 0.025
H -0.11 -1.24 -0.47 0.025
H 0.75 1.25 -0.96 -0.184
```

Summary:
SMILES string	CS
energy relative to the best compared isomer or geometry (same formula, charge and spin)	0.8432	eV
2S+1	1
orbital gap	10.032	eV

[7]
Density functional theory data (ωB97M-V/def2-TZVPD) for C26H26N7PtS3Se as an isolated structure.

The geometry in XYZ format:
```
64
Properties=species:S:1:pos:R:3:lowdin_charge:R:1
Pt -0.46 0.12 0.64 0.695
N 3.25 1.32 1.98 0.128
C 3.10 0.23 2.81 -0.038
C 1.88 -0.28 2.52 -0.090
N 1.29 0.50 1.55 -0.086
C 2.14 1.46 1.23 -0.231
C 1.88 2.46 0.21 -0.285
N 0.88 2.35 -0.63 0.084
C 0.92 3.47 -1.41 -0.124
C 1.97 4.27 -1.04 -0.063
N 2.58 3.61 0.00 0.108
H 4.08 1.90 1.92 0.165
H 3.86 -0.07 3.51 0.125
H 1.37 -1.12 2.97 0.094
H 0.20 3.63 -2.19 0.092
H 2.33 5.21 -1.40 0.118
H 3.35 3.97 0.54 0.157
N 0.63 -1.20 -0.55 -0.470
S 0.49 -2.80 -0.50 1.090
C -1.23 -3.31 -0.64 -0.408
C -1.54 -4.62 -0.32 -0.085
C -2.85 -5.06 -0.47 -0.060
C -3.82 -4.18 -0.95 -0.061
C -3.49 -2.88 -1.27 -0.058
C -2.18 -2.43 -1.13 -0.092
C 0.77 -3.20 1.21 -0.423
C -0.22 -3.05 2.17 -0.089
C 0.07 -3.36 3.49 -0.056
C 1.34 -3.82 3.83 -0.057
C 2.32 -3.96 2.86 -0.066
C 2.04 -3.66 1.53 -0.085
H 0.94 -0.92 -1.47 0.011
H -0.78 -5.30 0.06 0.120
H -3.11 -6.08 -0.22 0.113
H -4.84 -4.52 -1.06 0.110
H -4.24 -2.19 -1.64 0.088
H -1.91 -1.41 -1.41 0.017
H -1.21 -2.68 1.89 0.108
H -0.70 -3.26 4.24 0.101
H 1.56 -4.07 4.86 0.115
H 3.31 -4.33 3.13 0.112
H 2.79 -3.78 0.76 0.114
Se -2.36 1.03 1.62 0.612
C -2.45 -0.07 3.19 -0.658
C -1.49 0.06 4.18 -0.136
C -1.58 -0.75 5.30 -0.162
N -2.53 -1.66 5.49 0.052
C -3.45 -1.76 4.53 -0.147
C -3.47 -0.99 3.38 -0.116
H -0.69 0.78 4.09 0.092
H -0.84 -0.66 6.09 0.109
H -4.23 -2.51 4.70 0.108
H -4.25 -1.13 2.64 0.101
S -1.43 0.95 -2.59 0.595
C -3.01 0.98 -3.08 -1.151
N -3.44 1.10 -4.34 -0.063
C -4.86 1.38 -4.55 -0.216
C -5.57 0.79 -3.34 -0.412
S -4.36 0.91 -1.98 0.910
H -2.76 1.25 -5.07 0.139
H -5.20 0.92 -5.48 0.124
H -5.02 2.46 -4.61 0.123
H -5.82 -0.26 -3.50 0.078
H -6.47 1.34 -3.09 0.081
```

Summary:
energy relative to the best compared isomer or geometry (same formula, charge and spin)	0.0000	eV
2S+1	1
net charge	+1
orbital gap (alpha / beta)	6.906 / 6.907	eV

[8]
Density functional theory data (ωB97M-V/def2-TZVPD) for an isolated ion of composition C4H11N2S and charge -1 at a distorted geometry.

The geometry in XYZ format:
```
18
Properties=species:S:1:pos:R:3:lowdin_charge:R:1
C 1.00 0.53 -1.79 -0.074
C 0.87 0.46 -0.25 -0.477
C 1.25 -0.87 0.43 -0.743
S 3.09 -1.02 0.70 0.050
N -0.48 1.12 0.13 -0.067
C -1.65 0.15 0.21 -0.361
N -2.01 -0.29 1.57 -0.037
H 0.72 -0.48 -2.19 0.082
H 0.32 1.28 -2.18 0.052
H 2.01 0.79 -2.04 0.046
H 1.48 1.13 0.24 0.054
H 0.77 -0.83 1.53 0.060
H 0.77 -1.66 -0.09 0.008
H -0.80 1.72 0.96 0.120
H -1.36 -0.76 -0.35 0.093
H -2.45 0.56 -0.42 0.087
H -1.12 -0.56 1.99 0.032
H -2.42 -1.27 1.55 0.076
```

Summary:
SMILES string	C[C@H](C[S-])NCN
energy relative to the best compared isomer or geometry (same formula, charge and spin)	2.1323	eV
2S+1	1
net charge	-1
orbital gap	6.352	eV